Here is a cluster of 2 separate species, C6H10O in total from OMol25. Energies are from wB97M-V/def2-TZVPD.

Summary:
Relative energy (zero: lowest compared OMol25 entry of this formula, charge and spin): 1.143 eV
Frontier orbital gap: 9.86 eV
Spin multiplicity: 1
SMILES string: C1=CCCC1.C=O

Each line ends with the Löwdin charge.
Cartesian coordinates (Å):
C 0.75075 0.79662 -0.47720  -0.130
C 1.55552 -0.23405 -0.23838  -0.108
C 0.89723 -1.56398 -0.48185  -0.191
C -0.45719 -1.17690 -1.11821  -0.180
C -0.61303 0.35158 -0.93231  -0.192
H 1.02566 1.83974 -0.34569  0.103
H 2.56128 -0.14935 0.15673  0.102
H 1.48684 -2.21997 -1.13512  0.103
H 0.77719 -2.10109 0.46820  0.106
H -0.46031 -1.42205 -2.18473  0.103
H -1.28626 -1.73192 -0.67288  0.099
H -1.34515 0.59260 -0.13672  0.081
H -0.97289 0.84275 -1.84650  0.106
C -0.98508 1.53591 2.21913  -0.166
O 0.19795 1.57715 2.43860  -0.006
H -1.54236 2.44432 1.93102  0.085
H -1.59015 0.61865 2.35591  0.085